1.
Entry from OMol25: a 2-piece molecular cluster, C3H4NO overall at a distorted geometry (ωB97M-V with the def2-TZVPD basis set).

Each line ends with the Mulliken spin population.
Geometry (Å):
C (0.54792, -1.76291, 0.02300)  0.837
C (1.33441, 0.76570, 0.06803)  0.448
C (-0.82375, 0.18512, 0.01675)  0.250
N (-0.43848, -1.07682, -0.01589)  0.099
O (1.89248, -0.26608, 0.00883)  0.202
H (0.64311, -2.68446, -0.36174)  0.071
H (1.42285, 1.76692, 0.05847)  0.046
H (-1.53617, 0.54218, 0.75812)  0.013
H (-0.95808, 0.51232, -1.06751)  0.034

Calculated values
electronic energy: -246.13822 hartree
total charge: +1
2S+1: 3
HOMO level (spin up / spin down): -11.92 / -17.58 eV
energy above the lowest of the compared OMol25 structures with the same formula, charge and spin: 72.8 kcal per mole
orbital gap (spin up / spin down): 0.239 / 0.331 hartree



2.
Entry from OMol25: a 17-piece molecular cluster, C44H66BCl49N3O3S overall at a distorted geometry (ωB97M-V with the def2-TZVPD basis set).

Each line ends with the Löwdin charge.
Geometry (Å):
C (4.57687, -6.11335, 1.90859)  -0.109
C (3.80580, -7.14621, 0.97038)  -0.248
C (3.06902, -6.26041, -0.14093)  -0.210
C (4.11141, -6.04844, -1.33149)  -0.239
C (4.75707, -4.59408, -1.35137)  -0.189
C (4.50928, -3.94929, -2.78189)  -0.197
C (3.46257, -2.74988, -2.72442)  -0.222
C (2.18684, -3.08988, -1.87945)  -0.159
C (0.99618, -2.00145, -2.01044)  -0.618
S (1.51977, -0.43161, -2.83378)  0.861
N (0.08220, -2.61740, -3.05639)  0.071
C (-0.98201, -3.34810, -2.42479)  -0.247
N (-1.17035, -4.63765, -2.79524)  0.191
N (-1.80258, -2.85005, -1.42379)  0.175
B (-3.14665, -2.65949, -2.08787)  -0.521
C (-4.43209, -3.36498, -1.39144)  0.002
O (-3.35698, -1.95893, -3.27092)  0.171
C (-1.27047, -1.65556, -0.68638)  -0.263
C (-1.90490, -1.79797, 0.76650)  -0.159
O (-1.71270, -0.66900, 1.59990)  -0.184
C (-2.76108, -0.48132, 2.55750)  -0.127
C (-2.56258, 0.98265, 3.13820)  -0.180
O (-3.64426, 1.82770, 2.72241)  -0.166
C (-3.54588, 3.09959, 3.36159)  -0.286
C (-2.43735, 4.04642, 2.75560)  -0.124
C (-1.47399, -0.26305, -1.38735)  -0.083
C (-2.67195, 0.64642, -1.02717)  -0.153
C (-2.45354, 2.09202, -1.25871)  -0.039
C (-3.47101, 3.09519, -0.98569)  -0.227
C (-4.79656, 2.71733, -0.49986)  -0.147
C (-5.03601, 1.28721, -0.27939)  -0.042
C (-3.98842, 0.30137, -0.52796)  -0.044
C (0.32110, -1.89758, -0.60199)  -0.244
C (1.04489, -1.05227, 0.51450)  -0.511
Cl (1.02520, -2.01252, 2.10142)  0.682
C (2.56255, -0.68048, 0.31857)  -0.263
C (3.12373, -0.14425, 1.72752)  -0.156
H (4.83206, -6.57476, 2.90421)  0.073
H (3.90183, -5.23238, 2.07959)  0.063
H (5.50864, -5.79515, 1.37348)  0.048
H (4.50367, -7.88296, 0.49938)  0.050
H (2.99409, -7.69462, 1.51505)  0.062
H (2.20530, -6.84349, -0.56127)  0.045
H (2.75636, -5.26872, 0.26993)  0.080
H (3.56137, -6.28369, -2.28840)  0.067
H (4.98607, -6.77580, -1.28687)  -0.041
H (4.39802, -3.96804, -0.49664)  0.096
H (5.87414, -4.68944, -1.22502)  0.086
H (4.27254, -4.68738, -3.58718)  0.041
H (5.48633, -3.46759, -3.08127)  0.109
H (3.18643, -2.53476, -3.79591)  0.106
H (4.01783, -1.87990, -2.27295)  0.097
H (2.41127, -3.29525, -0.79602)  0.086
H (1.80669, -4.07718, -2.28181)  0.125
H (2.80779, -0.12670, -2.49626)  -0.093
H (-0.37306, -1.84204, -3.57367)  0.108
H (-0.96021, -5.39206, -2.11947)  0.010
H (-1.57525, -4.84544, -3.70721)  0.142
H (-4.68381, -4.34087, -1.89700)  0.083
H (-5.33129, -2.69730, -1.38200)  0.078
H (-4.20087, -3.63826, -0.32283)  0.073
H (-4.29365, -2.11351, -3.49855)  0.130
H (-2.99462, -2.05109, 0.75885)  0.111
H (-1.39179, -2.70699, 1.21147)  0.119
H (-3.79522, -0.51214, 2.13165)  0.128
H (-2.60957, -1.18390, 3.41987)  0.136
H (-2.43079, 0.99080, 4.25315)  0.074
H (-1.62360, 1.44310, 2.70653)  0.123
H (-4.51506, 3.65558, 3.30452)  0.103
H (-3.29796, 2.98972, 4.46008)  0.032
H (-2.25514, 4.90633, 3.46472)  0.046
H (-1.45154, 3.54931, 2.58793)  0.029
H (-2.77599, 4.51676, 1.79295)  0.034
H (-1.44295, -0.32825, -2.51631)  0.121
H (-0.55658, 0.34985, -1.14820)  0.100
H (-1.46936, 2.45566, -1.63064)  0.075
H (-3.21770, 4.18432, -1.15176)  -0.035
H (-5.58003, 3.51091, -0.29055)  -0.038
H (-6.05749, 1.01733, 0.08958)  0.110
H (-4.22130, -0.76318, -0.31661)  0.080
H (0.38066, -2.95166, -0.17814)  0.127
H (0.49777, -0.08848, 0.71574)  0.122
H (3.23374, -1.54273, 0.06707)  0.100
H (2.73847, 0.18806, -0.37207)  0.087
H (2.36886, 0.44844, 2.29633)  0.070
H (3.62404, -0.94594, 2.32127)  0.064
H (3.94630, 0.58519, 1.46131)  0.080
C (-5.93070, 6.23628, 1.94599)  -1.467
Cl (-4.56187, 7.22247, 2.46503)  0.516
Cl (-7.19810, 7.24609, 1.23991)  0.561
Cl (-5.38856, 5.00475, 0.79340)  0.684
H (-6.34186, 5.73242, 2.81555)  0.021
C (0.70266, -5.70732, 3.80088)  -1.550
Cl (0.44942, -7.00411, 2.62453)  0.531
Cl (-0.81843, -5.28976, 4.59871)  0.523
Cl (1.92350, -6.17326, 4.98782)  0.543
H (1.06063, -4.83060, 3.26918)  -0.026
C (-3.29700, 6.23607, -3.89626)  -1.477
Cl (-4.84361, 6.99436, -3.50723)  0.551
Cl (-1.96807, 7.33961, -3.52634)  0.516
Cl (-3.14120, 4.68134, -3.02557)  0.607
H (-3.27316, 6.02936, -4.96010)  -0.074
C (-0.67378, -8.50935, -2.83259)  -1.505
Cl (-0.28347, -7.34573, -1.55019)  0.599
Cl (0.73352, -9.49416, -3.22193)  0.566
Cl (-2.03397, -9.52021, -2.34320)  0.577
H (-0.96077, -7.95653, -3.72217)  0.011
C (-1.59250, 3.82645, 6.89209)  -1.489
Cl (-0.18886, 4.71198, 7.49346)  0.532
Cl (-2.80277, 4.94106, 6.24605)  0.578
Cl (-1.10459, 2.65551, 5.65857)  0.606
H (-2.03569, 3.28416, 7.72116)  0.020
C (-4.51225, -8.92816, 0.39180)  -1.565
Cl (-3.90184, -7.65988, 1.46248)  0.508
Cl (-5.37817, -10.15819, 1.31459)  0.542
Cl (-5.55569, -8.23771, -0.85920)  0.503
H (-3.66447, -9.39970, -0.09359)  -0.044
C (-0.78757, 8.80325, 2.45205)  -1.501
Cl (-1.07296, 7.44949, 1.34878)  0.545
Cl (-2.27486, 9.23418, 3.30375)  0.522
Cl (0.49586, 8.40663, 3.59798)  0.528
H (-0.47067, 9.66022, 1.86621)  0.022
C (3.56003, 6.34656, 4.25151)  -1.543
Cl (4.00772, 7.44804, 5.56177)  0.550
Cl (4.94307, 5.35607, 3.77654)  0.537
Cl (2.19798, 5.32923, 4.72891)  0.503
H (3.25594, 6.94138, 3.39537)  0.000
C (3.07260, -6.58539, -6.13084)  -1.554
Cl (2.75880, -7.93711, -7.22197)  0.546
Cl (1.58720, -6.10300, -5.28967)  0.500
Cl (4.33153, -7.00347, -4.96561)  0.547
H (3.41782, -5.74484, -6.72055)  -0.067
C (6.72054, -4.60850, -7.43294)  -1.514
Cl (6.40239, -5.95621, -8.52910)  0.542
Cl (5.23185, -4.11170, -6.61470)  0.553
Cl (7.95932, -5.04361, -6.25263)  0.537
H (7.08423, -3.76966, -8.01767)  0.017
C (-10.35748, 8.82617, 0.25419)  -1.572
Cl (-11.32315, 9.26072, -1.15993)  0.527
Cl (-9.79658, 10.27693, 1.09412)  0.518
Cl (-11.28637, 7.79393, 1.34818)  0.516
H (-9.48908, 8.27018, -0.08418)  -0.033
C (0.75904, 5.24737, -0.79650)  -1.519
Cl (2.19522, 4.80673, -1.73008)  0.533
Cl (-0.69617, 5.12136, -1.79576)  0.512
Cl (0.61697, 4.22821, 0.64211)  0.529
H (0.86504, 6.27902, -0.47413)  -0.014
C (-2.45668, 5.44021, -8.35168)  -1.525
Cl (-2.14123, 6.64518, -7.09688)  0.561
Cl (-0.98619, 4.53895, -8.73167)  0.530
Cl (-3.74679, 4.34274, -7.84554)  0.527
H (-2.78106, 5.95852, -9.24838)  0.017
C (6.17403, 10.38187, 5.12849)  -1.581
Cl (7.58766, 11.28113, 5.68784)  0.537
Cl (4.94319, 11.47586, 4.49480)  0.503
Cl (6.63778, 9.19582, 3.90259)  0.506
H (5.74959, 9.85148, 5.97569)  -0.045
C (7.88525, -7.79648, -0.04023)  -1.476
Cl (6.87981, -7.36292, -1.43645)  0.628
Cl (8.49719, -6.34288, 0.75479)  0.544
Cl (6.98293, -8.79647, 1.10085)  0.575
H (8.73295, -8.37220, -0.39792)  0.016
C (1.81254, 9.90092, 7.23687)  -1.550
Cl (0.70241, 10.80860, 6.20834)  0.516
Cl (3.38170, 10.70887, 7.33420)  0.529
Cl (1.12865, 9.67902, 8.85061)  0.536
H (1.96099, 8.92185, 6.79160)  -0.038

Calculated values
electronic energy: -25078.11024 hartree
total charge: +1
2S+1: 1
HOMO level: -10.71 eV
orbital gap: 0.233 hartree



3.
Entry from OMol25: C44H42BaF9N6PS as an isolated structure at a distorted geometry (ωB97M-V with the def2-TZVPD basis set).

Each line ends with the Löwdin charge.
Geometry (Å):
Ba (-7.73561, -1.11308, 20.46629)  1.621
C (-4.49304, 0.26497, 20.84615)  -0.146
N (-5.14495, -0.15494, 19.58945)  -0.252
C (-5.14110, 0.97179, 18.69253)  -0.140
C (-6.44736, 1.75666, 18.61923)  -0.276
C (-6.44471, 3.10897, 18.39222)  0.014
C (-7.66547, 3.74671, 18.01749)  0.001
C (-8.79794, 2.96087, 18.02637)  -0.062
C (-8.71022, 1.63332, 18.41803)  -0.157
N (-7.56319, 1.00729, 18.66467)  -0.037
C (-4.33709, -1.26924, 19.02756)  -0.128
C (-4.26385, -2.52506, 19.86556)  -0.305
C (-3.14615, -3.31968, 19.74467)  0.000
C (-3.07545, -4.52803, 20.42806)  -0.020
C (-4.15540, -4.84847, 21.20482)  -0.035
C (-5.22926, -3.95966, 21.31536)  -0.122
N (-5.33170, -2.83744, 20.59894)  0.000
C (-5.30308, 1.26623, 21.57221)  -0.281
C (-4.84931, 2.44336, 22.05565)  -0.003
C (-5.66482, 3.32321, 22.77901)  0.010
C (-6.99105, 2.95691, 22.92114)  -0.004
C (-7.40545, 1.71283, 22.43038)  -0.124
N (-6.60960, 0.90104, 21.76008)  -0.079
H (-3.49027, 0.67625, 20.67862)  0.140
H (-4.34105, -0.64255, 21.41939)  0.124
H (-5.00270, 0.57312, 17.66549)  0.147
H (-4.30652, 1.65339, 18.90154)  0.139
H (-5.56129, 3.74034, 18.34128)  0.128
H (-7.68179, 4.76919, 17.66147)  0.124
H (-9.74708, 3.31679, 17.66772)  0.119
H (-9.63731, 1.12568, 18.55272)  0.079
H (-3.29118, -0.91084, 18.86319)  0.146
H (-4.80035, -1.49876, 18.03488)  0.149
H (-2.31963, -3.04128, 19.09850)  0.130
H (-2.22498, -5.13311, 20.28475)  0.113
H (-4.18492, -5.77980, 21.77603)  0.123
H (-6.07161, -4.25617, 21.94678)  0.073
H (-3.78465, 2.70613, 21.85765)  0.144
H (-5.24768, 4.26273, 23.06279)  0.120
H (-7.67839, 3.58473, 23.43056)  0.082
H (-8.38973, 1.32585, 22.61775)  0.081
F (-14.51351, -3.58508, 25.43203)  0.147
C (-14.72409, -2.26996, 25.38824)  -0.586
F (-16.04892, -2.07222, 25.17901)  0.151
F (-14.40844, -1.78741, 26.60102)  0.154
C (-13.87647, -1.60263, 24.34306)  -0.080
C (-14.01556, -0.22379, 24.10338)  0.031
C (-13.21947, 0.38499, 23.15148)  -0.077
C (-12.23683, -0.31370, 22.48843)  -0.368
C (-12.02650, -1.64578, 22.77496)  -0.107
C (-12.84334, -2.28512, 23.69341)  0.008
P (-11.20024, 0.48818, 21.22834)  1.051
C (-12.37717, 0.90830, 19.96048)  -0.373
C (-13.16699, 2.11170, 20.00777)  -0.071
C (-13.97718, 2.37234, 18.97526)  -0.010
C (-14.12016, 1.47919, 17.88128)  -0.095
C (-13.41309, 0.30708, 17.83338)  0.005
C (-12.47138, 0.06255, 18.85363)  -0.081
C (-15.04350, 1.82716, 16.71784)  -0.562
F (-14.84359, 1.00994, 15.67675)  0.144
F (-16.35738, 1.73105, 17.05577)  0.145
F (-14.78029, 3.08428, 16.30482)  0.145
C (-10.77972, 2.10670, 21.95858)  -0.400
C (-10.77489, 2.31916, 23.33328)  -0.079
C (-10.39374, 3.55413, 23.84464)  0.016
C (-9.97468, 4.59736, 22.98833)  -0.124
C (-9.96274, 4.38860, 21.60608)  0.026
C (-10.31691, 3.11754, 21.11250)  -0.087
C (-9.66162, 5.93330, 23.56473)  -0.611
F (-8.58230, 5.94352, 24.37608)  0.141
F (-9.47351, 6.87850, 22.66640)  0.176
F (-10.68231, 6.32276, 24.35281)  0.150
H (-14.78693, 0.34369, 24.57633)  0.129
H (-13.47809, 1.38926, 22.92307)  0.107
H (-11.28745, -2.22180, 22.30899)  0.041
H (-12.75386, -3.36667, 23.89293)  0.116
H (-13.04027, 2.77531, 20.87013)  0.116
H (-14.59551, 3.31846, 19.03225)  0.158
H (-13.60161, -0.40998, 17.01805)  0.139
H (-11.91770, -0.84307, 18.76898)  0.090
H (-11.05935, 1.52372, 24.01658)  0.109
H (-10.52021, 3.76100, 24.89241)  0.131
H (-9.67476, 5.19342, 20.92572)  0.131
H (-10.38579, 3.03517, 20.03722)  0.080
C (-9.62022, -5.94724, 22.82686)  -0.066
N (-10.05202, -5.02864, 23.87527)  -0.179
C (-11.07801, -5.57216, 24.75348)  -0.039
C (-9.60278, -3.79928, 23.96540)  -0.756
S (-8.71528, -3.17158, 22.64920)  0.513
N (-9.82792, -3.04269, 25.05376)  -0.179
C (-9.43310, -1.61053, 25.02562)  -0.073
C (-9.74969, -3.67107, 26.37949)  -0.022
H (-9.90354, -6.94412, 23.14452)  0.097
H (-8.56988, -5.87723, 22.63963)  0.058
H (-10.14674, -5.79750, 21.89426)  0.093
H (-11.81909, -6.13541, 24.16111)  0.116
H (-11.58964, -4.82296, 25.34333)  0.070
H (-10.66776, -6.26628, 25.47529)  0.102
H (-9.82303, -1.16536, 24.12880)  0.029
H (-8.34533, -1.56505, 25.13457)  0.092
H (-9.93140, -1.16229, 25.90058)  0.107
H (-9.35020, -4.65431, 26.31836)  0.086
H (-10.71836, -3.67186, 26.83979)  0.093
H (-9.06681, -3.08897, 26.98165)  0.099

Calculated values
electronic energy: -3693.93753 hartree
total charge: +2
2S+1: 1
HOMO level: -13.40 eV
energy above the lowest of the compared OMol25 structures with the same formula, charge and spin: 14.2 kcal per mole
orbital gap: 0.314 hartree



4.
Entry from OMol25: an isolated molecule of C5H10O (ωB97M-V with the def2-TZVPD basis set).

Each line ends with the natural charge from an NBO analysis.
Geometry (Å):
C (0.18720, 0.95749, -0.98015)  -0.436
C (1.21453, -0.03040, -0.46925)  -0.068
C (0.97618, -0.10629, 1.99504)  -0.553
O (0.50319, -0.75771, 0.56915)  -0.397
C (-0.93578, -0.77343, 0.24483)  -0.070
C (-1.08737, 0.11330, -0.99188)  -0.439
H (0.44553, 1.35320, -1.96328)  0.226
H (0.09945, 1.79364, -0.27637)  0.221
H (1.53491, -0.75913, -1.21906)  0.184
H (2.07710, 0.42183, 0.02086)  0.255
H (0.18750, 0.67336, 2.05517)  0.099
H (0.63152, -0.91398, 2.66546)  0.128
H (-1.45209, -0.38106, 1.12388)  0.211
H (-1.26520, -1.80533, 0.07715)  0.202
H (-1.99760, 0.71702, -0.95488)  0.228
H (-1.11906, -0.50252, -1.89668)  0.208

Calculated values
electronic energy: -271.59016 hartree
2S+1: 1
HOMO level: -7.13 eV
energy above the lowest of the compared OMol25 structures with the same formula, charge and spin: 101.9 kcal per mole
orbital gap: 0.293 hartree